A molecular structure, C45H43N5O6PSe2W in a non-equilibrium geometry. Source: the OMol25 dataset; level of theory: wB97M-V/def2-TZVPD.

Calculated values
* HOMO energy (spin up / spin down): -0.3167 / -0.3659 Eh
* molecular weight: 1122.6 g mol⁻¹
* E_LUMO (spin up / spin down): -2.88 / -3.14 eV
* ⟨S²⟩: 2.0462
* Kohn-Sham gap (spin up / spin down): 5.7 / 6.8 eV
* energy above the lowest of the compared OMol25 structures with the same formula, charge and spin: 20.2 kcal per mole

Structure (ORCA input):
```
! wB97M-V def2-TZVPD RIJCOSX def2/J DEFGRID3
* xyz 1 3
W -0.198 -0.934 -0.743
Se 0.447 -2.229 -3.177
Se -0.999 0.731 -2.657
C -2.328 -0.593 -2.695
C -3.457 -0.658 -3.506
C -4.271 -1.765 -3.412
C -3.955 -2.782 -2.511
C -2.838 -2.645 -1.722
N -2.041 -1.568 -1.812
C 1.497 -0.950 -4.064
C 1.443 -0.961 -5.459
C 2.160 -0.098 -6.250
C 2.961 0.870 -5.616
C 3.020 0.913 -4.267
N 2.324 0.004 -3.462
H -3.667 0.145 -4.199
H -5.147 -1.849 -4.042
H -4.569 -3.667 -2.423
H -2.572 -3.405 -1.004
H 0.791 -1.698 -5.907
H 2.089 -0.143 -7.327
H 3.524 1.600 -6.178
H 3.584 1.655 -3.728
O 1.719 -0.592 -1.337
C 2.459 0.104 -2.104
C 3.516 0.924 -1.465
C 4.856 0.596 -1.664
C 5.844 1.256 -0.955
C 5.497 2.261 -0.060
C 4.167 2.609 0.116
C 3.157 1.943 -0.573
P 1.392 2.457 -0.615
C 0.995 3.147 1.021
C -0.127 3.977 1.094
C -0.551 4.484 2.312
C 0.124 4.152 3.481
C 1.225 3.311 3.421
C 1.659 2.814 2.197
C 1.589 3.961 -1.641
C 2.065 5.179 -1.160
C 2.216 6.261 -2.012
C 1.899 6.137 -3.359
C 1.430 4.929 -3.851
C 1.270 3.849 -2.993
H 5.120 -0.197 -2.354
H 6.882 0.984 -1.094
H 6.269 2.786 0.488
H 3.915 3.426 0.779
H -0.662 4.242 0.189
H -1.408 5.145 2.348
H -0.200 4.557 4.431
H 1.759 3.049 4.325
H 2.523 2.163 2.165
H 2.313 5.287 -0.110
H 2.583 7.204 -1.627
H 2.012 6.986 -4.021
H 1.176 4.829 -4.898
H 0.889 2.910 -3.381
O -1.332 -2.263 0.698
C -0.549 -3.222 0.439
O 0.429 -2.976 -0.332
C -0.764 -4.576 0.984
C 0.009 -5.633 0.512
C -0.200 -6.906 1.015
C -1.173 -7.069 1.983
C -1.949 -6.036 2.475
C -1.740 -4.769 1.958
N -1.399 -8.432 2.528
O -2.206 -8.543 3.425
O -0.758 -9.337 2.042
H 0.762 -5.452 -0.243
H 0.368 -7.759 0.674
H -2.687 -6.232 3.237
H -2.321 -3.926 2.306
N -1.693 0.328 0.112
C -2.476 0.654 0.896
N -3.346 1.079 1.755
C -4.735 0.589 1.719
C -4.960 -0.401 2.853
C -4.574 0.224 4.192
C -3.125 0.706 4.172
C -2.887 1.676 3.024
H -4.922 0.155 0.738
H -5.384 1.461 1.833
H -4.347 -1.290 2.670
H -6.004 -0.719 2.852
H -4.721 -0.494 4.999
H -5.236 1.071 4.400
H -2.451 -0.149 4.059
H -2.865 1.198 5.111
H -1.837 1.946 2.914
H -3.458 2.597 3.167
C 2.690 -1.359 1.551
C 1.358 -0.794 2.019
C 0.613 -1.749 2.942
O 0.566 -0.348 0.923
H 3.258 -1.724 2.409
H 3.283 -0.595 1.045
H 2.540 -2.189 0.859
H 1.553 0.122 2.586
H 0.656 -2.782 2.591
H -0.432 -1.457 3.043
H 1.077 -1.726 3.930
*
```

***

A molecular structure, C35H65BGeLuN6 in a non-equilibrium geometry. Source: the OMol25 dataset; level of theory: wB97M-V/def2-TZVPD.

Calculated values
* HOMO energy (spin up / spin down): -0.6065 / -0.6162 Eh
* molecular weight: 828.3 g mol⁻¹
* E_LUMO (spin up / spin down): -11.04 / -13.51 eV
* Kohn-Sham gap (spin up / spin down): 5.5 / 3.3 eV
* energy above the lowest of the compared OMol25 structures with the same formula, charge and spin: 0.0 kcal per mole

Structure (ORCA input):
```
! wB97M-V def2-TZVPD RIJCOSX def2/J DEFGRID3
* xyz 3 1
Lu -0.152 -0.178 -0.232
C 3.209 -1.819 -3.450
C 2.518 -2.218 -2.175
C 3.002 -3.620 -1.772
C 2.861 -1.197 -1.120
C 4.113 -0.812 -0.649
C 3.915 0.178 0.334
C 5.061 0.899 1.047
C 6.095 1.205 -0.032
C 5.613 -0.043 2.140
N 2.562 0.367 0.465
N 1.927 -0.483 -0.445
B 1.773 1.401 1.377
N 0.888 2.400 0.499
N -0.036 1.915 -0.480
C -0.643 2.980 -1.012
C -0.169 4.145 -0.423
C 0.826 3.761 0.494
C 1.781 4.718 1.188
C 1.078 6.097 1.292
C 3.086 4.896 0.425
C -1.549 2.827 -2.163
C -1.756 4.141 -2.906
C -1.027 1.763 -3.135
N 0.840 0.594 2.399
N -0.072 -0.382 1.915
C -0.550 -1.052 2.974
C -0.050 -0.486 4.127
C 0.847 0.533 3.741
C 1.693 1.286 4.772
C 2.509 0.241 5.560
C 0.721 2.049 5.666
C -1.527 -2.182 2.734
C -1.753 -2.917 4.059
C -1.031 -3.068 1.621
H 2.882 -2.475 -4.288
H 4.288 -2.002 -3.349
H 3.078 -0.759 -3.727
H 1.424 -2.221 -2.276
H 4.114 -3.641 -1.811
H 2.607 -4.407 -2.449
H 2.717 -3.872 -0.727
H 5.072 -1.254 -0.934
H 4.658 1.819 1.489
H 6.528 0.262 -0.419
H 6.907 1.816 0.365
H 5.633 1.760 -0.881
H 6.174 -0.840 1.629
H 4.852 -0.491 2.788
H 6.349 0.489 2.751
H 2.617 2.014 1.992
H -0.490 5.169 -0.657
H 1.929 4.363 2.217
H 1.074 6.652 0.317
H 1.544 6.801 2.034
H 0.016 5.995 1.637
H 2.926 5.422 -0.545
H 3.653 3.993 0.167
H 3.791 5.553 0.955
H -2.500 2.539 -1.745
H -0.813 4.611 -3.250
H -2.246 4.863 -2.223
H -2.381 3.948 -3.776
H 0.019 2.021 -3.453
H -1.634 1.669 -4.035
H -0.968 0.771 -2.613
H -0.290 -0.791 5.150
H 2.326 1.965 4.213
H 1.775 -0.379 6.164
H 3.228 0.709 6.260
H 3.101 -0.459 4.922
H 0.103 1.352 6.241
H 0.067 2.705 5.061
H 1.215 2.730 6.378
H -2.477 -1.691 2.492
H -0.747 -3.268 4.430
H -2.436 -3.770 3.895
H -2.175 -2.263 4.825
H -0.087 -3.552 1.955
H -0.816 -2.496 0.696
H -1.742 -3.883 1.389
C -5.675 -0.373 -5.231
C -5.953 0.294 -3.895
C -5.350 -0.450 -2.694
C -3.832 -0.391 -2.708
Ge -2.981 -0.899 -0.945
C -3.771 -2.755 -0.551
C -3.320 -3.845 -1.525
C -3.916 -5.228 -1.170
C -3.231 -6.291 -2.006
H -6.326 0.020 -6.028
H -5.876 -1.476 -5.224
H -4.624 -0.231 -5.532
H -7.025 0.457 -3.708
H -5.557 1.317 -3.931
H -5.694 -1.478 -2.697
H -5.695 -0.051 -1.728
H -3.394 0.612 -2.846
H -3.395 -1.054 -3.494
H -3.791 0.017 0.032
H -4.858 -2.586 -0.648
H -3.504 -3.008 0.523
H -2.231 -3.972 -1.481
H -3.535 -3.572 -2.548
H -5.003 -5.254 -1.291
H -3.729 -5.483 -0.116
H -3.563 -6.221 -3.051
H -3.525 -7.272 -1.601
H -2.114 -6.240 -1.997
*
```

***

2 unconnected molecules or ions with the total composition CHClNOP in a non-equilibrium geometry. Source: the OMol25 dataset; level of theory: wB97M-V/def2-TZVPD.

Calculated values
* HOMO energy (spin up / spin down): -0.3687 / -0.3686 Eh
* molecular weight: 109.5 g mol⁻¹
* E_LUMO (spin up / spin down): -1.84 / -1.84 eV
* Kohn-Sham gap (spin up / spin down): 8.2 / 8.2 eV
* energy above the lowest of the compared OMol25 structures with the same formula, charge and spin: 48.7 kcal per mole

Structure (ORCA input):
```
! wB97M-V def2-TZVPD RIJCOSX def2/J DEFGRID3
* xyz 0 1
C 0.984 1.056 -0.642
N 0.773 -0.086 -0.943
O 1.247 2.166 -0.546
P -0.319 -1.224 0.894
Cl -1.621 0.220 1.399
H -1.063 -2.131 -0.162
*
```

***

2 unconnected molecules or ions with the total composition C4H12 in a non-equilibrium geometry. Source: the OMol25 dataset; level of theory: wB97M-V/def2-TZVPD.

Calculated values
* HOMO energy: -0.4275 Eh
* molecular weight: 60.1 g mol⁻¹
* E_LUMO: 1.17 eV
* Kohn-Sham gap: 12.8 eV
* energy above the lowest of the compared OMol25 structures with the same formula, charge and spin: 38.5 kcal per mole

Structure (ORCA input):
```
! wB97M-V def2-TZVPD RIJCOSX def2/J DEFGRID3
* xyz 0 1
C -1.743 0.342 1.605
C -2.437 -0.055 0.317
H -2.401 1.151 1.959
H -1.631 -0.410 2.139
H -0.723 0.727 1.305
H -1.945 0.031 -0.630
H -3.310 0.536 0.147
H -2.898 -1.085 0.360
C 1.917 0.585 -1.039
C 2.334 -0.931 -0.709
H 1.515 0.706 -1.980
H 1.198 1.024 -0.406
H 2.825 1.122 -1.080
H 3.378 -0.995 -0.589
H 1.942 -1.395 -1.560
H 1.981 -1.354 0.161
*
```